No. 1
Formula: C60H150N10
Source: the Open Molecules 2025 dataset
Level of theory: ωB97M-V/def2-TZVPD

Output
ΔE to the lowest compared entry with this formula, charge and spin, eV: 7.669
Largest force on an atom, eV/A: 3.62
Total charge: 0
SMILES: CCN(CC)CC.CCN(CC)CC.CCN(CC)CC.CCN(CC)CC.CCN(CC)CC.CCN(CC)CC.CCN(CC)CC.CCN(CC)CC.CCN(CC)CC.CCN(CC)CC
Orbital gap, eV: 8.32

Geometry (Å):
C -4.617 -3.415 5.078
C -4.449 -2.516 6.366
N -3.545 -1.341 6.160
C -3.733 -0.417 5.059
C -5.129 0.289 5.220
C -3.170 -0.662 7.400
C -2.438 -1.460 8.415
H -5.320 -2.983 4.367
H -4.937 -4.420 5.353
H -3.700 -3.576 4.511
H -5.337 -2.186 6.903
H -3.765 -3.118 6.964
H -2.899 0.285 5.075
H -3.598 -0.979 4.135
H -5.237 0.813 6.170
H -5.417 0.983 4.430
H -5.858 -0.507 5.367
H -3.996 -0.274 7.996
H -2.621 0.254 7.183
H -1.630 -1.857 7.801
H -2.954 -2.286 8.905
H -2.086 -0.779 9.190
C 5.008 2.712 4.094
C 3.577 2.539 3.803
N 2.813 2.124 4.991
C 2.720 3.182 5.969
C 2.041 4.494 5.424
C 1.496 1.586 4.450
C 0.616 0.842 5.406
H 5.435 1.715 4.210
H 5.213 3.106 5.089
H 5.464 3.169 3.216
H 3.134 3.430 3.358
H 3.637 1.777 3.026
H 2.144 2.780 6.802
H 3.640 3.508 6.455
H 1.714 5.203 6.185
H 2.430 4.970 4.524
H 1.114 4.080 5.028
H 1.787 0.962 3.604
H 0.805 2.342 4.076
H 1.365 0.351 6.027
H 0.004 0.052 4.969
H -0.054 1.330 6.114
C -7.027 -2.505 0.862
C -7.265 -1.509 -0.299
N -6.708 -0.129 -0.074
C -5.286 -0.322 -0.292
C -4.388 0.934 0.149
C -7.321 0.903 -0.835
C -8.817 1.160 -0.502
H -6.018 -2.912 0.797
H -7.704 -3.343 0.699
H -7.312 -2.103 1.834
H -6.862 -1.985 -1.194
H -8.354 -1.524 -0.325
H -4.913 -1.172 0.280
H -5.153 -0.560 -1.347
H -3.376 0.542 0.052
H -4.517 1.685 -0.631
H -4.571 1.228 1.182
H -7.174 0.623 -1.878
H -6.732 1.810 -0.700
H -8.956 1.512 0.520
H -9.444 0.283 -0.655
H -9.186 1.886 -1.227
C -0.148 4.197 1.417
C -1.228 4.057 2.488
N -1.394 5.185 3.416
C -1.988 4.805 4.688
C -3.438 4.295 4.441
C -1.894 6.373 2.737
C -1.925 7.629 3.609
H 0.845 4.257 1.863
H -0.387 4.999 0.719
H -0.221 3.247 0.887
H -2.198 3.852 2.037
H -1.021 3.173 3.091
H -1.317 4.118 5.203
H -2.158 5.680 5.314
H -3.489 3.378 3.854
H -3.793 3.939 5.408
H -4.213 5.019 4.189
H -2.923 6.054 2.574
H -1.304 6.579 1.844
H -0.907 7.926 3.864
H -2.389 7.463 4.581
H -2.454 8.475 3.170
C 2.142 5.101 -5.326
C 0.803 4.423 -5.640
N -0.308 5.336 -6.286
C -1.551 4.755 -6.742
C -1.384 3.495 -7.571
C -0.672 6.431 -5.303
C -1.080 7.651 -6.093
H 2.167 5.781 -4.474
H 2.541 5.653 -6.178
H 2.973 4.424 -5.130
H 1.005 3.593 -6.317
H 0.338 3.914 -4.796
H -2.336 4.675 -5.990
H -1.958 5.517 -7.407
H -0.881 2.715 -7.000
H -2.335 3.001 -7.769
H -0.777 3.575 -8.473
H 0.141 6.669 -4.617
H -1.542 6.249 -4.671
H -1.980 7.423 -6.664
H -0.343 8.130 -6.737
H -1.338 8.358 -5.304
C 7.291 -0.771 -4.137
C 6.137 -0.199 -3.142
N 6.650 0.838 -2.219
C 7.627 0.288 -1.248
C 6.792 0.216 0.025
C 7.116 2.133 -2.672
C 6.370 2.799 -3.856
H 6.943 -1.185 -5.084
H 7.786 -1.550 -3.557
H 8.022 0.013 -4.337
H 5.336 0.122 -3.807
H 5.811 -0.954 -2.426
H 8.123 -0.658 -1.467
H 8.398 1.051 -1.137
H 6.565 1.202 0.430
H 5.862 -0.351 0.007
H 7.386 -0.163 0.857
H 8.172 2.131 -2.944
H 6.935 2.853 -1.873
H 5.376 2.509 -3.514
H 6.559 2.211 -4.754
H 6.410 3.871 -4.046
C -0.859 -2.556 -5.737
C -2.064 -1.619 -5.948
N -3.083 -1.653 -4.905
C -3.815 -2.923 -4.898
C -4.937 -2.987 -3.855
C -3.948 -0.481 -5.115
C -3.330 0.857 -4.870
H 0.056 -2.283 -5.210
H -0.511 -2.829 -6.733
H -1.214 -3.442 -5.210
H -1.593 -0.643 -6.061
H -2.475 -1.687 -6.956
H -4.197 -3.188 -5.884
H -3.134 -3.716 -4.590
H -4.753 -2.386 -2.964
H -5.852 -2.654 -4.345
H -5.085 -4.031 -3.581
H -4.708 -0.343 -4.346
H -4.441 -0.583 -6.081
H -2.490 1.133 -5.507
H -3.039 0.998 -3.829
H -4.056 1.663 -4.980
C 1.084 -8.102 -3.699
C 2.594 -8.160 -3.325
N 3.312 -6.888 -3.562
C 4.752 -7.151 -3.515
C 5.210 -8.316 -4.501
C 2.931 -5.788 -2.657
C 3.601 -4.484 -3.148
H 0.425 -7.392 -3.197
H 0.513 -9.003 -3.478
H 0.982 -7.962 -4.775
H 2.804 -8.372 -2.277
H 2.869 -8.979 -3.990
H 5.364 -6.361 -3.948
H 5.066 -7.394 -2.500
H 5.020 -8.011 -5.530
H 6.292 -8.417 -4.415
H 4.784 -9.309 -4.360
H 3.123 -6.119 -1.637
H 1.849 -5.685 -2.742
H 3.105 -3.573 -2.813
H 3.618 -4.341 -4.229
H 4.648 -4.516 -2.847
C 2.243 -5.598 3.806
C 1.792 -4.304 3.012
N 2.247 -3.010 3.475
C 3.753 -2.956 3.527
C 4.260 -1.656 2.937
C 1.880 -2.592 4.848
C 0.393 -2.828 5.233
H 3.301 -5.829 3.932
H 1.798 -6.504 3.393
H 1.678 -5.515 4.734
H 2.016 -4.370 1.947
H 0.715 -4.456 2.942
H 4.172 -3.114 4.521
H 4.207 -3.680 2.851
H 3.962 -1.389 1.923
H 3.907 -0.851 3.582
H 5.311 -1.770 2.672
H 2.191 -1.548 4.893
H 2.455 -3.143 5.591
H 0.068 -2.401 6.181
H 0.218 -3.874 5.487
H -0.359 -2.422 4.557
C -1.022 -0.872 -2.135
C 0.294 -1.164 -1.279
N 0.819 0.081 -0.715
C 2.053 0.544 -1.476
C 1.783 0.734 -2.885
C 1.211 -0.123 0.715
C 0.024 -0.376 1.656
H -0.816 -0.067 -2.840
H -1.820 -0.427 -1.542
H -1.331 -1.685 -2.793
H 0.052 -1.963 -0.578
H 1.028 -1.641 -1.928
H 2.420 1.495 -1.089
H 2.896 -0.147 -1.477
H 0.863 1.292 -3.062
H 2.598 1.229 -3.412
H 1.739 -0.227 -3.396
H 1.657 0.755 1.181
H 1.894 -0.970 0.786
H 0.404 -0.757 2.604
H -0.585 -1.213 1.313
H -0.722 0.409 1.772

No. 2
Formula: C60H150N10
Source: the Open Molecules 2025 dataset
Level of theory: ωB97M-V/def2-TZVPD

Output
ΔE to the lowest compared entry with this formula, charge and spin, eV: 6.925
Largest force on an atom, eV/A: 2.88
Total charge: 0
SMILES: CCN(CC)CC.CCN(CC)CC.CCN(CC)CC.CCN(CC)CC.CCN(CC)CC.CCN(CC)CC.CCN(CC)CC.CCN(CC)CC.CCN(CC)CC.CCN(CC)CC
Orbital gap, eV: 8.32

Geometry (Å):
C -1.221 -1.566 -4.914
C -2.506 -2.186 -4.454
N -2.340 -3.644 -4.561
C -2.633 -4.026 -5.911
C -2.510 -5.527 -6.314
C -3.231 -4.336 -3.617
C -2.523 -4.477 -2.302
H -0.309 -1.975 -4.480
H -1.106 -0.526 -4.606
H -1.177 -1.538 -6.003
H -2.535 -1.962 -3.388
H -3.350 -1.814 -5.036
H -3.653 -3.767 -6.195
H -1.966 -3.595 -6.658
H -1.508 -5.701 -6.705
H -2.770 -6.281 -5.571
H -3.122 -5.656 -7.207
H -3.406 -5.370 -3.917
H -4.165 -3.793 -3.475
H -3.197 -4.760 -1.494
H -2.162 -3.486 -2.029
H -1.689 -5.170 -2.415
C 9.018 16.649 0.153
C 9.578 15.515 0.971
N 9.673 14.199 0.266
C 10.700 14.204 -0.751
C 10.341 14.714 -2.115
C 8.413 13.446 -0.003
C 7.530 13.346 1.248
H 9.822 17.060 -0.458
H 8.632 17.471 0.756
H 8.199 16.311 -0.481
H 10.447 15.797 1.565
H 8.886 15.333 1.793
H 11.542 14.727 -0.297
H 11.014 13.162 -0.798
H 11.048 14.549 -2.928
H 9.455 14.236 -2.533
H 10.129 15.783 -2.134
H 8.841 12.535 -0.420
H 7.838 13.820 -0.850
H 6.855 12.490 1.223
H 6.894 14.229 1.301
H 8.000 13.226 2.224
C 4.032 -2.637 -9.787
C 4.661 -2.378 -8.399
N 5.693 -1.375 -8.521
C 5.117 -0.015 -8.445
C 5.888 1.028 -9.248
C 6.741 -1.465 -7.520
C 7.876 -2.286 -8.204
H 4.656 -3.326 -10.354
H 3.919 -1.698 -10.329
H 3.139 -3.259 -9.713
H 4.017 -1.963 -7.623
H 5.064 -3.309 -8.000
H 4.124 -0.158 -8.871
H 4.982 0.388 -7.441
H 5.239 1.794 -9.673
H 6.802 1.449 -8.829
H 6.235 0.652 -10.211
H 6.438 -1.927 -6.581
H 7.229 -0.546 -7.195
H 8.911 -2.197 -7.872
H 7.833 -2.119 -9.280
H 7.734 -3.327 -7.914
C 14.621 -0.938 2.508
C 16.036 -0.337 2.192
N 16.110 0.395 0.917
C 17.550 0.545 0.516
C 18.352 1.359 1.461
C 15.205 1.507 0.963
C 15.058 2.202 -0.379
H 14.235 -1.539 1.684
H 13.871 -0.165 2.676
H 14.728 -1.671 3.307
H 16.309 0.291 3.040
H 16.785 -1.129 2.215
H 17.485 0.784 -0.545
H 17.992 -0.448 0.436
H 17.863 2.313 1.655
H 19.335 1.438 0.997
H 18.522 0.759 2.355
H 14.218 1.073 1.126
H 15.438 2.256 1.721
H 15.957 2.766 -0.626
H 14.822 1.450 -1.132
H 14.264 2.925 -0.566
C 8.571 9.812 -6.948
C 9.024 8.875 -8.026
N 8.231 9.048 -9.260
C 6.723 8.862 -9.130
C 5.937 9.940 -9.813
C 8.749 8.495 -10.523
C 10.206 8.929 -10.721
H 8.732 10.849 -7.244
H 8.938 9.595 -5.945
H 7.494 9.777 -6.784
H 10.052 9.114 -8.299
H 8.949 7.839 -7.695
H 6.448 7.889 -9.538
H 6.387 8.890 -8.094
H 4.999 9.748 -9.293
H 6.370 10.915 -9.588
H 5.854 9.867 -10.898
H 8.132 8.930 -11.310
H 8.791 7.406 -10.513
H 10.892 8.273 -10.186
H 10.348 9.941 -10.341
H 10.344 8.898 -11.802
C 2.712 5.774 -5.122
C 3.786 5.251 -4.144
N 3.882 6.090 -2.968
C 4.876 5.544 -2.008
C 6.245 5.295 -2.581
C 2.701 6.289 -2.219
C 2.744 7.298 -1.063
H 2.979 5.185 -5.999
H 2.764 6.825 -5.404
H 1.679 5.614 -4.812
H 3.616 4.199 -3.917
H 4.729 5.132 -4.678
H 5.117 6.248 -1.211
H 4.566 4.654 -1.459
H 6.224 4.322 -3.072
H 6.534 6.155 -3.184
H 7.018 5.220 -1.817
H 2.372 5.375 -1.726
H 1.841 6.495 -2.856
H 1.771 7.413 -0.585
H 3.176 8.255 -1.357
H 3.402 6.924 -0.279
C 13.432 3.391 -12.879
C 13.395 2.561 -11.692
N 13.517 3.303 -10.411
C 14.835 3.853 -10.183
C 16.026 2.855 -10.474
C 12.970 2.437 -9.338
C 12.881 3.189 -8.019
H 12.585 4.077 -12.902
H 13.279 2.655 -13.668
H 14.435 3.789 -13.040
H 12.562 1.861 -11.758
H 14.302 1.974 -11.841
H 14.873 4.778 -10.758
H 14.814 4.287 -9.184
H 16.911 3.344 -10.067
H 15.904 1.861 -10.043
H 16.169 2.725 -11.546
H 13.546 1.518 -9.234
H 12.044 1.975 -9.679
H 12.331 4.114 -8.188
H 13.862 3.463 -7.631
H 12.358 2.656 -7.225
C -0.992 10.785 6.540
C -0.722 11.029 8.009
N -1.122 9.901 8.820
C -1.351 10.265 10.238
C -2.625 11.089 10.343
C -0.669 8.582 8.505
C 0.827 8.340 8.850
H -0.699 11.646 5.940
H -2.014 10.418 6.446
H -0.416 9.960 6.119
H 0.321 11.318 8.136
H -1.159 11.983 8.304
H -0.483 10.813 10.604
H -1.512 9.337 10.787
H -3.435 10.605 9.798
H -2.568 12.102 9.943
H -2.806 11.280 11.401
H -1.285 7.910 9.102
H -0.939 8.386 7.467
H 1.170 7.377 8.471
H 1.528 9.123 8.562
H 0.918 8.315 9.936
C 1.556 15.396 -10.236
C 0.643 14.507 -9.404
N 1.113 14.519 -7.996
C 0.502 13.357 -7.321
C 1.151 12.922 -6.013
C 1.007 15.788 -7.308
C -0.416 16.368 -7.376
H 1.343 16.425 -9.946
H 1.358 15.198 -11.290
H 2.614 15.227 -10.035
H -0.421 14.668 -9.580
H 0.706 13.512 -9.845
H -0.554 13.524 -7.108
H 0.501 12.500 -7.995
H 2.042 12.309 -6.152
H 1.412 13.768 -5.377
H 0.389 12.298 -5.548
H 1.684 16.502 -7.777
H 1.415 15.663 -6.305
H -1.114 15.745 -6.817
H -0.772 16.453 -8.403
H -0.578 17.354 -6.942
C 5.827 4.955 4.590
C 5.699 3.411 4.886
N 4.826 2.667 3.928
C 3.391 2.881 4.363
C 2.537 2.296 3.287
C 5.102 1.223 3.858
C 6.423 1.041 3.097
H 4.960 5.557 4.859
H 6.021 5.133 3.532
H 6.666 5.227 5.230
H 6.711 3.036 5.037
H 5.319 3.437 5.908
H 3.109 2.553 5.363
H 3.341 3.969 4.398
H 1.555 2.768 3.253
H 3.047 2.391 2.328
H 2.249 1.293 3.599
H 4.376 0.777 3.178
H 5.041 0.577 4.734
H 6.622 -0.002 2.852
H 7.271 1.242 3.751
H 6.546 1.670 2.215